[1]
# C7H13N

The molecule C7H13N in a non-equilibrium geometry (the ωB97M-V functional and the def2-TZVPD basis, the OMol25 dataset).

Last column: Mulliken charge in e.
CARTESIAN COORDINATES (ANGSTROEM)
C (1.3103, -0.8117, 1.1490)  -1.8547
C (0.8389, -0.0799, -0.0930)  1.1103
C (0.2678, 1.3809, 0.2129)  -0.8377
C (-1.2237, 1.4092, 0.1002)  -0.5852
C (-1.4411, -0.0080, 0.2822)  0.1251
C (-1.7905, -1.3614, -0.3188)  -0.6090
C (-0.5014, -0.5891, -0.7571)  -0.3370
H (0.5716, -1.0075, 2.0192)  0.2977
H (2.2725, -0.3988, 1.5450)  0.4458
H (1.6614, -1.7583, 0.8300)  0.4392
H (1.6289, 0.5593, -1.8344)  0.3544
H (2.1772, -0.9471, -1.3748)  0.3159
H (0.6304, 2.1328, -0.5019)  0.3559
H (0.7668, 1.7227, 1.1018)  0.3589
H (-1.5110, 1.8177, -0.8939)  0.2776
H (-1.8037, 1.9601, 0.8964)  0.2767
H (-0.9266, -0.3190, 1.1452)  -0.0294
H (-2.4244, -1.4181, -1.1491)  0.3152
H (-1.7620, -2.2810, 0.3287)  0.2274
H (-0.7756, 0.0063, -1.6908)  0.1124
N (2.0341, -0.0090, -0.9967)  -0.7596

Force components x, y, z for each atom (eV/Å):
C -0.026 -0.065 1.684
C -0.654 0.517 -1.070
C 2.876 1.281 -0.772
C -2.574 2.239 0.903
C -0.544 -3.621 -0.939
C 1.601 0.377 0.505
C -0.421 -0.144 -0.011
H 1.174 0.596 -1.517
H -1.077 0.370 -0.159
H 0.048 -1.413 -0.365
H 1.335 -1.295 1.616
H 0.044 0.160 0.080
H 0.416 -0.417 -0.228
H -0.429 0.177 0.951
H -0.130 -0.361 0.697
H 0.945 0.112 -0.749
H -0.176 0.198 1.639
H -1.097 -0.297 -0.965
H -0.038 1.294 -0.559
H 0.934 -1.117 0.847
N -2.207 1.409 -1.588

Total energy ... -329.1240 a.u.
Gap between HOMO and LUMO ... 9.60 eV
Net charge ... 0
SMILES ... C[C@]1(N)CC[C@H]2C[C@@H]21


[2]
# C7H10NO

The ion C7H10NO with charge +1 in a non-equilibrium geometry (the ωB97M-V functional and the def2-TZVPD basis, the OMol25 dataset).

Last column: Mulliken charge in e.
CARTESIAN COORDINATES (ANGSTROEM)
C (2.6613, -0.6930, 0.4193)  -0.8122
C (1.6519, -1.0370, -0.8692)  -0.6071
C (0.1702, -0.4317, -0.4238)  0.2738
C (-1.0385, -1.5300, -0.1330)  -0.3180
C (-2.4954, -0.8596, 0.3358)  -0.3985
C (-2.5902, 0.8010, 0.4961)  -0.1900
N (-1.4020, 1.7351, 0.2052)  0.2563
O (-1.5187, 3.0769, 0.3194)  -0.3320
C (-0.0634, 1.1919, -0.2434)  -0.1282
H (2.3746, 0.3537, 0.9137)  0.2586
H (3.7902, -0.6408, 0.1122)  0.2959
H (2.4220, -1.5281, 1.2265)  0.2740
H (2.0344, -0.5888, -1.8803)  0.3152
H (1.6389, -2.2178, -1.0084)  0.3079
H (-0.8637, -2.6895, -0.2452)  0.3089
H (-3.3940, -1.5855, 0.5287)  0.3308
H (-3.5785, 1.3267, 0.8374)  0.3798
H (-0.6823, 3.4406, -0.1282)  0.4143
H (0.8832, 1.8758, -0.4627)  0.3706

Force components x, y, z for each atom (eV/Å):
C -0.720 0.142 0.215
C 0.005 0.477 0.948
C -2.764 0.025 0.531
C -1.027 5.576 0.660
C 4.420 2.276 -1.030
C 2.141 -1.870 -0.895
N 1.474 -6.391 -0.982
O 1.018 0.443 -0.620
C -1.717 -4.017 0.365
H 0.638 -2.288 -1.170
H -2.283 -0.398 0.604
H 0.880 1.854 -1.643
H -0.907 -0.586 2.025
H -0.417 2.668 0.338
H -0.441 2.689 0.234
H 1.710 2.004 -0.280
H 2.278 -0.970 -0.785
H -1.692 -0.450 0.852
H -2.596 -1.184 0.633

Total energy ... -402.1140 a.u.
Gap between HOMO and LUMO ... 8.28 eV
Net charge ... +1
SMILES ... CCc1ccc[n+](O)c1